ORCA calculation (ωB97M-V/def2-TZVPD) on a structure of composition C21H23ClF5IN3OSSiYb at a distorted geometry.

XYZ file:
```
58
Properties=species:S:1:pos:R:3:lowdin_charge:R:1
Yb 9.75 11.60 10.98 1.13
N 11.23 12.86 12.36 -0.08
C 10.88 13.21 13.76 -0.25
C 9.98 12.20 14.49 -0.18
C 8.60 11.83 13.92 -0.25
N 8.72 10.77 12.89 -0.11
H 11.91 12.06 12.44 0.08
H 11.75 13.63 11.96 0.09
H 10.52 14.24 13.82 0.11
H 11.79 13.30 14.37 0.11
H 9.76 12.58 15.50 0.12
H 10.59 11.29 14.60 0.11
H 8.08 12.66 13.47 0.11
H 7.94 11.37 14.73 0.13
H 7.76 10.30 12.75 0.12
H 9.28 10.00 13.30 0.10
Cl 12.48 5.18 9.04 0.73
C 11.98 6.54 9.90 -0.69
C 12.75 6.97 10.97 -0.17
C 12.54 8.22 11.66 -0.65
I 13.61 8.62 13.40 0.86
C 11.61 9.13 11.06 -0.42
O 11.57 10.39 11.37 -0.27
C 10.70 8.61 10.06 -0.14
N 9.72 9.46 9.69 0.03
C 8.86 9.03 8.76 -0.12
C 9.00 7.85 8.05 -0.04
C 10.01 6.96 8.41 0.00
C 10.92 7.31 9.42 -0.17
H 13.59 6.32 11.18 0.08
H 8.06 9.72 8.45 0.11
H 8.25 7.57 7.33 0.10
H 10.14 6.05 7.84 0.09
F 4.26 13.02 6.84 0.11
C 5.51 13.16 7.29 -0.14
C 5.91 12.56 8.45 -0.16
F 4.92 11.88 9.07 0.09
C 7.20 12.69 8.90 -0.20
F 7.50 12.13 10.20 -0.10
C 8.18 13.37 8.23 -0.67
S 9.74 13.58 8.82 0.57
C 7.71 13.98 7.03 -0.23
F 8.69 14.65 6.38 0.06
C 6.47 13.87 6.51 -0.14
F 6.23 14.40 5.32 0.13
C 4.81 5.64 10.79 -0.26
Si 4.12 7.31 11.28 0.64
C 4.09 7.51 13.12 -0.26
C 4.90 8.67 10.23 -0.25
H 5.54 5.68 9.96 0.02
H 4.01 5.03 10.39 0.00
H 5.28 5.02 11.55 0.02
H 4.01 6.56 13.62 0.01
H 3.18 8.08 13.39 0.03
H 5.02 8.04 13.39 0.02
H 5.31 8.30 9.26 0.03
H 5.65 9.25 10.78 0.00
H 4.16 9.46 10.07 0.01
```

Results
Relative energy (zero: lowest compared OMol25 entry of this formula, charge and spin)   5.28 kcal/mol
Expectation value of S²   0.751
F_max   2.8 eV/A
HOMO-LUMO gap (spin up / spin down)   6.2680 / 6.2519 eV
Spin multiplicity   2

***

ORCA calculation (ωB97M-V/def2-TZVPD) on a cluster of 5 separate species, C12H35NO5 in total at a distorted geometry.

XYZ file:
```
53
Properties=species:S:1:pos:R:3:lowdin_charge:R:1
C 1.23 2.14 -1.72 -0.09
O 0.20 2.57 -2.66 -0.20
C -1.18 2.37 -2.31 -0.21
C -2.15 2.69 -3.47 -0.45
C -3.59 2.59 -2.96 -0.06
N -1.83 1.79 -4.57 0.03
H 1.51 1.09 -1.78 0.08
H 1.06 2.40 -0.68 0.08
H 2.18 2.60 -2.02 0.08
H -1.25 1.37 -1.89 0.12
H -1.55 3.04 -1.54 0.11
H -1.86 3.69 -3.78 0.14
H -3.93 1.61 -2.64 0.08
H -4.27 2.99 -3.71 0.07
H -3.63 3.38 -2.21 0.07
H -0.85 1.55 -4.63 0.06
H -2.05 2.35 -5.38 0.07
C 2.43 -1.91 3.11 -0.08
C 3.82 -2.38 3.11 -0.40
O 4.71 -1.41 2.80 -0.08
H 2.19 -1.44 2.15 0.08
H 2.33 -1.33 4.02 0.08
H 1.76 -2.76 3.28 0.07
H 4.13 -3.03 2.29 0.11
H 4.25 -2.84 4.00 0.12
H 4.98 -1.51 1.89 0.09
C -3.38 -3.08 3.10 -0.09
C -3.83 -2.86 1.66 -0.33
O -2.76 -3.31 0.85 -0.09
H -4.24 -3.01 3.77 0.07
H -2.67 -2.33 3.46 0.07
H -2.94 -4.07 3.20 0.07
H -3.98 -1.78 1.60 0.10
H -4.76 -3.30 1.29 0.11
H -2.82 -2.96 -0.04 0.08
C 5.28 -1.91 -4.82 -0.09
C 5.47 -2.90 -3.65 -0.35
O 6.02 -2.18 -2.62 -0.06
H 6.18 -1.34 -5.05 0.06
H 4.60 -1.09 -4.58 0.07
H 4.96 -2.30 -5.78 0.07
H 5.95 -3.82 -3.97 0.11
H 4.48 -3.29 -3.42 0.11
H 6.97 -2.27 -2.71 0.09
C -3.90 2.84 4.46 -0.08
C -2.44 3.30 4.06 -0.32
O -1.51 2.57 4.79 -0.08
H -4.60 3.34 3.79 0.06
H -4.26 3.27 5.39 0.07
H -3.99 1.76 4.40 0.07
H -2.21 4.36 4.21 0.11
H -2.39 3.04 3.01 0.10
H -1.87 1.69 4.89 0.07
```

Results
Relative energy (zero: lowest compared OMol25 entry of this formula, charge and spin)   49.22 kcal/mol
SMILES   COC[C@H](C)N.CCO.CCO.CCO.CCO
F_max   4.6 eV/A
HOMO-LUMO gap   9.5671 eV

***

ORCA calculation (ωB97M-V/def2-TZVPD) on an isolated molecule of C3H3NO2.

XYZ file:
```
9
Properties=species:S:1:pos:R:3:lowdin_charge:R:1
O -1.80 -0.44 1.52 0.17
C -0.93 -0.02 0.82 -0.50
N -0.93 0.16 -0.58 0.08
C 0.43 -0.13 -0.92 -0.10
C 1.16 -0.06 0.18 -0.10
O 0.38 0.21 1.29 0.05
H -1.19 1.13 -0.80 0.15
H 0.67 -0.59 -1.86 0.11
H 2.21 -0.26 0.35 0.12
```

Results
Relative energy (zero: lowest compared OMol25 entry of this formula, charge and spin)   35.34 kcal/mol
SMILES   O=c1[nH]cco1
F_max   0.9 eV/A
HOMO-LUMO gap   10.2702 eV

***

ORCA calculation (ωB97M-V/def2-TZVPD) on a structure of composition C37H28AsBrCoNO4S at a distorted geometry.

XYZ file:
```
74
Properties=species:S:1:pos:R:3:lowdin_charge:R:1
Co 0.36 -0.05 0.63 0.42
S 2.61 0.32 0.82 0.93
C 2.92 1.85 0.03 -0.59
C 4.27 2.23 -0.02 -0.11
C 4.63 3.45 -0.53 -0.07
C 3.66 4.32 -1.00 -0.05
C 2.33 3.95 -0.95 -0.10
C 1.93 2.71 -0.46 -0.34
As 0.01 2.28 -0.42 1.40
C -0.51 2.15 -2.31 -0.37
C -1.62 1.39 -2.64 -0.09
C -1.95 1.16 -3.96 -0.06
C -1.18 1.70 -4.98 -0.09
C -0.09 2.50 -4.66 -0.09
C 0.25 2.71 -3.33 -0.12
C -0.65 4.10 -0.02 -0.37
C -1.37 4.86 -0.94 -0.10
C -1.78 6.14 -0.63 -0.08
C -1.52 6.67 0.62 -0.09
C -0.84 5.91 1.56 -0.09
C -0.41 4.63 1.24 -0.12
H 5.01 1.55 0.38 0.10
H 5.67 3.74 -0.54 0.11
H 3.94 5.29 -1.39 0.11
H 1.57 4.65 -1.28 0.10
H -2.21 0.92 -1.85 0.10
H -2.79 0.53 -4.21 0.11
H -1.42 1.51 -6.01 0.10
H 0.50 2.94 -5.45 0.10
H 1.12 3.31 -3.10 0.09
H -1.59 4.44 -1.92 0.10
H -2.32 6.72 -1.36 0.10
H -1.84 7.67 0.87 0.10
H -0.65 6.30 2.55 0.10
H 0.12 4.03 1.97 0.10
O -3.36 -1.08 -0.24 0.06
C -2.44 -1.18 0.55 -0.59
O -1.52 -0.31 0.74 -0.18
C -2.34 -2.38 1.47 -0.12
C -3.48 -3.14 1.69 -0.02
C -3.42 -4.23 2.54 -0.08
C -2.23 -4.55 3.17 -0.10
C -1.10 -3.78 2.97 -0.08
C -1.14 -2.70 2.11 -0.04
H -4.39 -2.86 1.18 0.12
H -4.30 -4.84 2.69 0.10
H -2.19 -5.42 3.82 0.10
H -0.17 -4.04 3.46 0.10
H -0.24 -2.13 1.91 0.08
C -0.01 0.46 5.72 -0.06
C -1.09 0.67 4.88 -0.04
C -0.89 0.63 3.51 -0.11
N 0.29 0.38 2.96 0.01
C 1.33 0.21 3.77 -0.15
C 1.23 0.24 5.15 -0.05
H -0.13 0.49 6.79 0.11
H -2.07 0.89 5.27 0.11
H -1.71 0.80 2.82 0.11
H 2.30 0.06 3.30 0.05
H 2.10 0.11 5.76 0.11
Br 2.99 -5.08 -4.84 0.72
C 2.61 -3.27 -4.37 -0.67
C 2.89 -2.27 -5.29 -0.13
C 2.60 -0.96 -4.96 -0.07
C 2.01 -0.67 -3.74 -0.01
C 1.75 -1.68 -2.83 -0.11
C 2.06 -3.00 -3.13 -0.06
C 1.14 -1.29 -1.52 -0.61
O 1.12 -2.01 -0.51 -0.01
O 0.68 -0.11 -1.47 -0.17
H 3.33 -2.51 -6.24 0.10
H 2.83 -0.16 -5.66 0.11
H 1.75 0.35 -3.49 0.10
H 1.87 -3.78 -2.41 0.12
```

Results
Expectation value of S²   6.030
F_max   1.1 eV/A
HOMO-LUMO gap (spin up / spin down)   8.7519 / 5.6668 eV
Spin multiplicity   5

***

ORCA calculation (ωB97M-V/def2-TZVPD) on the ion C3HS2 with charge -1 at a distorted geometry.

XYZ file:
```
6
Properties=species:S:1:pos:R:3:lowdin_charge:R:1
S 1.09 -2.25 -0.01 0.38
C 0.24 -0.85 0.14 -0.82
C -0.86 -0.02 0.00 -0.16
C 0.23 0.81 0.13 -0.86
S 1.12 2.14 -0.02 0.43
H -1.82 0.18 -0.23 0.03
```

Results
Relative energy (zero: lowest compared OMol25 entry of this formula, charge and spin)   0.00 kcal/mol
SMILES   S=c1cc1[S-]
F_max   4.9 eV/A
HOMO-LUMO gap   6.4888 eV
Net charge   -1